# 1
{"formula": "C43H111BeN8O13", "method": "ωB97M-V/def2-TZVPD", "total_charge": 1, "lumo_energy_ev": -5.96, "gap_ev": 3.80, "relative_energy_kcal_mol": 92.63, "total_energy_ha": -3135.0509, "elements": ["Be", "C", "C", "C", "O", "H", "H", "H", "H", "H", "H", "H", "C", "O", "C", "C", "N", "C", "C", "O", "C", "H", "H", "H", "H", "H", "H", "H", "H", "H", "H", "H", "H", "H", "H", "H", "C", "O", "C", "C", "N", "C", "C", "O", "C", "H", "H", "H", "H", "H", "H", "H", "H", "H", "H", "H", "H", "H", "H", "H", "C", "O", "C", "C", "N", "C", "C", "O", "C", "H", "H", "H", "H", "H", "H", "H", "H", "H", "H", "H", "H", "H", "H", "H", "C", "O", "C", "C", "N", "C", "C", "O", "C", "H", "H", "H", "H", "H", "H", "H", "H", "H", "H", "H", "H", "H", "H", "H", "C", "C", "C", "O", "C", "N", "H", "H", "H", "H", "H", "H", "H", "H", "H", "H", "H", "C", "C", "C", "O", "C", "N", "H", "H", "H", "H", "H", "H", "H", "H", "H", "H", "H", "C", "C", "C", "O", "C", "N", "H", "H", "H", "H", "H", "H", "H", "H", "H", "H", "H", "C", "C", "C", "O", "C", "N", "H", "H", "H", "H", "H", "H", "H", "H", "H", "H", "H"], "xyz": [[-5.4483, -2.7895, -7.6208], [-3.8233, -4.1781, -4.3058], [-2.8356, -3.9908, -5.4041], [-1.5721, -4.8478, -5.2204], [-3.3889, -4.0391, -6.6808], [-4.4955, -3.3200, -4.3067], [-3.4476, -4.4144, -3.3102], [-4.4260, -5.0419, -4.5865], [-2.5030, -2.9959, -5.1081], [-1.0075, -4.8026, -6.1517], [-1.8326, -5.9005, -5.1105], [-1.0164, -4.5889, -4.3191], [-4.0073, 0.1271, -6.0837], [-4.9608, -0.9569, -6.0382], [-6.1130, -0.4582, -5.3707], [-7.0445, -1.6866, -5.2025], [-7.6093, -2.2113, -6.4287], [-8.4706, -3.3972, -6.2104], [-7.6518, -4.7364, -5.9578], [-6.5514, -4.8270, -6.8535], [-6.0127, -6.1481, -6.9345], [-3.1422, -0.4137, -6.4675], [-3.8018, 0.6351, -5.1415], [-4.4225, 0.8186, -6.8169], [-6.5877, 0.4161, -5.8162], [-5.8058, -0.0625, -4.4026], [-7.9032, -1.4051, -4.5931], [-6.5759, -2.5118, -4.6663], [-8.2336, -1.4313, -6.5766], [-9.0734, -3.5843, -7.0991], [-9.2028, -3.2024, -5.4268], [-8.3622, -5.5345, -6.1732], [-7.3176, -4.6951, -4.9211], [-5.3540, -6.2966, -6.0788], [-5.5009, -6.0425, -7.8910], [-6.7426, -6.9569, -6.9010], [4.9304, -12.1169, -10.6959], [4.4137, -11.0239, -9.9652], [3.4653, -10.2789, -10.7002], [2.8856, -9.1275, -9.8692], [1.8248, -9.4592, -8.9486], [1.1915, -8.1972, -8.4375], [-0.0330, -8.4989, -7.4857], [-0.8231, -9.4797, -8.2436], [-2.0766, -9.6989, -7.5667], [5.5687, -11.7592, -11.5039], [4.2154, -12.7259, -11.2491], [5.4953, -12.7470, -10.0090], [2.6662, -10.9622, -10.9876], [3.9790, -9.7214, -11.4834], [2.4158, -8.5434, -10.6606], [3.7539, -8.6578, -9.4071], [1.1560, -9.9836, -9.4941], [0.7553, -7.6324, -9.2614], [1.7933, -7.4831, -7.8754], [-0.4685, -7.5331, -7.2296], [0.3063, -9.0106, -6.5851], [-2.5672, -10.3833, -8.2588], [-2.6538, -8.7742, -7.5642], [-1.9870, -10.2512, -6.6312], [-8.0780, -3.8957, 4.6791], [-7.6300, -4.8444, 3.6991], [-6.4032, -4.5082, 2.9366], [-6.1072, -5.4919, 1.8378], [-5.2223, -5.1163, 0.7167], [-3.8491, -5.0454, 1.1263], [-2.8569, -5.0661, -0.0606], [-3.2656, -6.2038, -0.9021], [-2.2348, -6.6050, -1.8218], [-7.2262, -3.7534, 5.3442], [-8.9813, -4.1462, 5.2352], [-8.3794, -3.0125, 4.1161], [-5.5826, -4.4006, 3.6459], [-6.4134, -3.5098, 2.4993], [-7.1437, -5.6029, 1.5193], [-5.9289, -6.4880, 2.2430], [-5.2169, -5.6844, -0.1184], [-3.7114, -5.9846, 1.6621], [-3.5161, -4.2320, 1.7710], [-1.8712, -5.3836, 0.2797], [-2.7151, -4.2003, -0.7074], [-2.6178, -7.1793, -2.6654], [-1.5086, -7.2782, -1.3662], [-1.5308, -5.8508, -2.1733], [-2.0835, -1.1951, -2.4964], [-2.0135, 0.0529, -1.8096], [-2.8536, 1.0657, -2.0665], [-3.0965, 1.8812, -0.7986], [-3.8430, 1.0915, 0.1894], [-3.8642, 1.6957, 1.5260], [-4.7340, 0.9186, 2.5412], [-4.1220, -0.3416, 2.9383], [-5.0105, -1.0004, 3.8599], [-1.7707, -1.2415, -3.5396], [-3.1163, -1.5417, -2.5322], [-1.4447, -1.8845, -1.9443], [-3.8153, 0.6921, -2.4182], [-2.5138, 1.6396, -2.9286], [-3.6003, 2.8301, -0.9829], [-2.1735, 2.3018, -0.3994], [-3.5551, 0.1330, 0.3257], [-4.3797, 2.6556, 1.4946], [-2.8779, 1.9308, 1.9262], [-5.8006, 0.8607, 2.3240], [-4.6590, 1.5887, 3.3976], [-4.6504, -1.9448, 4.2680], [-5.8577, -1.3295, 3.2582], [-5.3613, -0.3346, 4.6484], [-6.3311, -6.8761, -2.8926], [-7.7739, -7.3514, -2.4017], [-9.0504, -6.6717, -3.0570], [-9.0414, -5.1929, -3.1458], [-9.2038, -4.6628, -1.7836], [-7.9551, -8.7557, -2.5979], [-5.5489, -7.4736, -2.4243], [-6.0670, -5.8619, -2.5930], [-6.2996, -7.0600, -3.9665], [-7.7916, -7.2567, -1.3160], [-9.9813, -7.0353, -2.6219], [-9.0710, -7.1241, -4.0485], [-8.4272, -4.8867, -1.0522], [-10.2117, -4.8993, -1.4426], [-9.1309, -3.5877, -1.9482], [-8.8627, -9.0992, -2.3179], [-7.3134, -9.2417, -1.9879], [-6.1805, -1.7779, -1.3413], [-7.2902, -0.6150, -1.3795], [-7.7870, -0.2073, 0.0416], [-8.6019, 0.8899, 0.1126], [-8.9532, 1.3043, 1.4352], [-6.7260, 0.5401, -2.0954], [-6.5987, -2.7457, -1.0644], [-5.3253, -1.5894, -0.6924], [-5.8034, -1.8809, -2.3588], [-8.1340, -0.9681, -1.9722], [-7.0114, -0.1138, 0.8017], [-8.3612, -1.0980, 0.2967], [-8.0290, 1.6134, 1.9234], [-9.4097, 0.4381, 1.9142], [-9.6544, 2.1384, 1.4086], [-7.4300, 1.2086, -1.8170], [-5.8541, 0.7711, -1.6410], [5.0471, -6.6200, -6.6592], [4.1614, -5.4780, -6.2260], [3.2791, -5.7753, -4.9675], [2.2522, -6.6301, -5.4363], [1.2914, -6.9081, -4.3988], [4.9790, -4.3046, -6.0906], [5.4046, -7.1008, -5.7488], [5.8408, -6.3824, -7.3676], [4.5455, -7.4783, -7.1062], [3.5160, -5.2737, -7.0803], [2.9175, -4.8554, -4.5081], [3.9111, -6.2140, -4.1954], [0.4397, -7.4782, -4.7698], [0.7577, -6.0238, -4.0504], [1.8717, -7.2540, -3.5434], [4.4107, -3.5185, -6.3721], [5.6473, -4.4028, -6.8414], [0.8383, -3.7342, -9.5594], [-0.0463, -3.3289, -8.3445], [-0.0250, -1.9093, -7.8146], [1.3351, -1.5216, -7.5533], [1.5489, -0.2207, -6.9123], [-1.4251, -3.7010, -8.6987], [1.8645, -3.3809, -9.4580], [0.4036, -3.3167, -10.4676], [0.9223, -4.8183, -9.6359], [0.3309, -3.9642, -7.5431], [-0.6601, -1.7557, -6.9422], [-0.5356, -1.2074, -8.4739], [1.3306, 0.5133, -7.6880], [2.5847, -0.3139, -6.5859], [0.8535, -0.1424, -6.0765], [-2.0841, -3.6571, -7.9346], [-1.5280, -4.6610, -8.9951]], "atomic_forces_ev_per_a": [[0.34, -1.12, 3.74], [-1.59, -1.36, -0.08], [0.49, 1.62, 1.14], [-0.76, -0.87, -1.05], [-1.36, 0.32, -0.85], [-0.07, 0.10, 0.34], [0.29, 0.39, -0.01], [-0.34, -0.24, 0.17], [0.66, 0.85, -0.87], [0.48, 0.23, 0.34], [-0.23, -0.22, 0.02], [0.05, 0.41, -0.28], [0.29, -1.15, -1.64], [-0.53, 0.50, 0.08], [-0.66, -1.82, 0.75], [0.27, 0.42, 1.74], [0.90, -0.04, -1.03], [0.72, -1.24, -0.75], [-0.83, 2.19, 0.15], [-0.97, 1.18, -0.09], [0.91, 0.59, -0.21], [0.43, 0.74, 0.01], [-0.28, -0.42, 0.21], [0.49, 0.40, 0.03], [-0.11, -0.15, -0.85], [-0.17, -0.41, 0.40], [0.06, 0.27, 0.46], [0.50, 0.26, 0.08], [-0.30, -0.05, -1.64], [0.21, 0.36, -0.27], [0.28, -0.21, 0.45], [0.16, -0.21, 0.39], [0.08, -0.63, 0.04], [0.35, -0.04, -0.29], [0.40, -1.07, 0.28], [-0.42, 0.34, -0.37], [0.46, 0.28, -0.28], [-0.26, -0.43, 0.10], [0.16, 0.37, 1.50], [0.04, -0.85, -0.88], [0.41, 1.13, 1.44], [-1.73, -1.18, 0.57], [1.97, -1.71, -2.10], [-0.51, 1.82, 1.95], [0.54, -0.79, -2.04], [0.52, 0.16, 0.03], [-0.72, -0.06, 0.46], [-0.03, 0.10, -0.10], [-0.11, 0.10, -0.73], [-0.11, -0.56, -0.79], [0.42, 1.01, -0.20], [-0.32, 0.44, 0.16], [-0.50, 0.06, 0.35], [-0.03, 0.21, -0.42], [0.84, -0.54, -0.13], [-0.80, -0.12, -0.20], [0.08, 0.11, 0.19], [-0.42, -0.03, 0.14], [-0.05, 0.04, 0.59], [0.17, 0.52, 0.36], [1.14, 0.31, -1.33], [0.47, -0.78, -1.32], [0.33, 1.40, 1.84], [-1.81, -1.18, -0.92], [-0.71, 1.98, 0.87], [1.39, -0.70, -0.67], [-0.23, -2.31, -0.37], [0.66, 0.72, -0.82], [0.46, -0.61, 0.61], [-0.27, 0.59, 0.35], [0.27, -1.01, -0.21], [0.38, 0.62, 0.29], [0.18, -0.38, 0.42], [-0.76, 0.26, -0.26], [-0.07, -0.22, -1.04], [0.72, -0.14, 0.28], [-0.77, -0.45, 0.31], [0.93, -0.13, 0.41], [-0.65, 0.31, 0.13], [0.16, 0.50, 0.55], [-0.52, 0.39, 0.23], [-0.50, 0.39, 0.03], [-0.20, -0.40, 0.67], [-0.68, 0.88, -0.21], [-0.52, 0.39, 0.31], [2.35, -2.53, 0.69], [-1.83, 1.38, -0.84], [0.25, -0.18, 0.31], [-0.45, 0.65, 0.47], [-1.44, -0.53, -0.34], [2.17, 0.32, 0.77], [-0.90, 0.43, 0.12], [-0.40, -0.11, -1.18], [0.43, 0.75, -0.22], [-0.27, -0.22, 0.35], [-0.20, 0.03, 0.05], [-0.60, -0.29, 0.11], [0.34, 0.71, 0.07], [-0.78, -0.25, -0.43], [0.74, -0.59, 0.14], [0.59, -0.02, -0.54], [-0.04, 0.26, -0.37], [0.27, -0.38, 0.19], [0.10, -0.44, -0.56], [-0.27, -0.02, 0.53], [0.84, 0.39, 0.02], [-0.57, 0.16, 0.12], [0.16, 0.03, 0.12], [-1.68, -0.72, 0.29], [-0.07, 1.49, 0.87], [1.64, 0.65, -0.39], [0.32, -2.14, 1.75], [-0.20, 0.87, -1.73], [0.50, -1.46, -0.89], [-0.18, -0.37, 0.04], [-0.43, 0.23, -0.35], [0.25, 0.33, -0.10], [-0.06, 1.08, 0.26], [0.03, 0.22, 0.63], [0.07, 0.60, -0.48], [0.06, -0.66, -0.24], [0.13, -0.13, 0.29], [-0.21, 0.13, 0.18], [-0.29, 0.27, -0.03], [0.23, -0.24, -0.13], [-1.46, 0.79, -0.13], [2.05, -0.27, 0.62], [0.21, -2.36, 0.14], [-1.05, 1.84, -1.14], [0.52, -0.73, -0.75], [-0.75, -0.69, -0.08], [-0.07, 0.03, 0.16], [-0.17, 0.34, 0.14], [0.05, 0.04, -0.12], [-0.19, -0.10, 0.13], [0.68, -0.11, -0.30], [-0.27, -0.40, 0.68], [-0.08, 0.00, 0.45], [-0.04, 0.13, 0.50], [0.11, -0.15, -0.30], [0.36, 1.17, -0.37], [0.16, 0.39, 0.34], [-0.27, -1.75, 0.87], [-1.03, -0.27, -0.73], [1.02, 0.16, -1.56], [-1.10, 0.07, 0.89], [0.61, 0.92, -0.32], [0.55, 0.68, 0.36], [0.91, 0.20, 0.01], [0.09, 0.36, 0.32], [-0.65, 0.29, -0.24], [-0.87, -0.31, 0.11], [-0.42, 0.29, -0.30], [0.04, -0.56, 0.13], [0.72, -0.86, -0.06], [0.38, 0.76, -0.04], [-0.55, -0.79, 0.15], [0.00, 0.41, 0.26], [0.47, 0.39, 0.12], [0.01, 1.09, 0.52], [-0.10, -1.59, -0.49], [0.85, 1.14, -0.37], [-0.59, 0.00, 0.34], [-0.80, -2.26, -1.14], [-0.25, 0.48, -0.21], [-0.05, 0.21, 0.07], [0.07, -0.10, -0.10], [-0.37, -0.04, 0.03], [0.11, 0.00, 0.47], [0.10, -0.71, 0.83], [0.34, 0.13, -0.94], [0.37, 0.50, 0.35], [-0.16, 0.69, -0.02], [0.10, 0.29, 0.21], [0.03, 0.31, 0.50], [0.58, -0.14, -0.30]]}



# 2
{"formula": "C43H28BrCl2IN4OPPt", "method": "ωB97M-V/def2-TZVPD", "total_charge": -1, "lumo_energy_ev": [1.23, 1.22], "gap_ev": [4.60, 4.59], "relative_energy_kcal_mol": 377.01, "total_energy_ha": -6201.9057, "elements": ["Pt", "Br", "C", "C", "C", "C", "C", "C", "N", "N", "C", "C", "C", "C", "O", "C", "N", "C", "C", "C", "C", "H", "H", "H", "H", "H", "H", "H", "H", "H", "I", "C", "C", "C", "C", "C", "C", "C", "C", "C", "P", "C", "C", "C", "C", "C", "C", "C", "C", "C", "C", "C", "C", "C", "H", "H", "H", "H", "H", "H", "H", "H", "H", "H", "H", "H", "H", "H", "H", "H", "Cl", "C", "C", "C", "C", "C", "Cl", "C", "N", "H", "H", "H"], "xyz": [[0.5322, 0.2763, 0.6184], [-7.1539, -4.1539, -3.7133], [-7.1487, -2.6466, -2.5557], [-8.1138, -2.5427, -1.5713], [-8.1120, -1.4331, -0.7388], [-7.1359, -0.4536, -0.8659], [-6.1774, -0.5705, -1.8727], [-6.1842, -1.6631, -2.7203], [-7.2731, 0.7424, -0.0881], [-6.2985, 1.2779, 0.4787], [-5.0427, 0.6561, 0.5855], [-4.9575, -0.7078, 0.8638], [-3.7744, -1.3428, 1.1291], [-2.5480, -0.6487, 1.0359], [-1.4294, -1.2001, 1.1554], [-2.6141, 0.8289, 0.7991], [-1.3848, 1.3311, 0.7666], [-2.1242, 4.3040, 1.0539], [-3.4718, 4.0885, 0.7307], [-4.1567, 2.9137, 0.4509], [-3.8845, 1.5060, 0.6225], [-8.8655, -3.3124, -1.4614], [-8.8728, -1.3168, 0.0230], [-5.4186, 0.1936, -1.9821], [-5.4395, -1.7548, -3.4988], [-5.8779, -1.2741, 0.9315], [-3.7425, -2.3910, 1.3949], [-0.1237, 3.1710, 0.7547], [-4.1037, 4.9697, 0.8131], [-5.1994, 3.0850, 0.2198], [0.6707, 1.1019, 3.4326], [1.9716, -0.4496, 3.9563], [1.5736, -1.1628, 5.0529], [2.4789, -1.9909, 5.7452], [3.7923, -1.9813, 5.3828], [4.2239, -1.2589, 4.2430], [5.6072, -1.2026, 3.9433], [6.0499, -0.5149, 2.8553], [5.1070, -0.0093, 1.9378], [3.7528, -0.0826, 2.1446], [2.7018, -0.0590, 0.6038], [3.5534, 1.0843, -0.5520], [4.6978, 0.7505, -1.2797], [5.2571, 1.6529, -2.1699], [4.6683, 2.8956, -2.3643], [3.5110, 3.2234, -1.6780], [2.9547, 2.3200, -0.7846], [3.1858, -1.6970, -0.0739], [3.6241, -2.7453, 0.7304], [3.8776, -3.9963, 0.1840], [3.7015, -4.2129, -1.1736], [3.2634, -3.1728, -1.9831], [3.0006, -1.9268, -1.4381], [3.2886, -0.5768, 3.4152], [0.5662, -1.0447, 5.4276], [2.1385, -2.5595, 6.6004], [4.5341, -2.5218, 5.9586], [6.2993, -1.7002, 4.6124], [7.1075, -0.4297, 2.6417], [5.4745, 0.3844, 1.0059], [5.1365, -0.2354, -1.1805], [6.1387, 1.3742, -2.7338], [5.0904, 3.5894, -3.0803], [3.0119, 4.1659, -1.8624], [2.0111, 2.5430, -0.2992], [3.7678, -2.5985, 1.7937], [4.2124, -4.8020, 0.8257], [3.9003, -5.1884, -1.5996], [3.1149, -3.3308, -3.0438], [2.6464, -1.1295, -2.0785], [2.2117, 0.7999, -4.4668], [0.7377, 1.2888, -3.6116], [-0.1624, 2.1085, -4.3212], [-1.2323, 2.8376, -3.8837], [-1.5728, 3.1243, -2.5119], [-0.7296, 2.7455, -1.5319], [-1.3261, 3.1224, 0.2201], [0.5086, 0.5358, -2.4862], [0.3156, -0.1053, -1.5277], [0.0425, 2.1539, -5.3877], [-1.8622, 3.2876, -4.6402], [-2.4976, 3.6634, -2.3282]], "atomic_forces_ev_per_a": [[-1.66, 0.71, -0.57], [0.00, -0.03, -0.02], [-0.05, -0.01, 0.06], [0.02, -0.05, -0.06], [-0.01, 0.06, 0.02], [-0.09, 0.11, -0.09], [-0.04, -0.03, -0.18], [0.02, 0.07, 0.01], [-0.20, -0.20, -0.03], [0.27, -0.04, 0.00], [-0.31, -0.27, 0.24], [-0.30, 0.30, 0.06], [0.38, -0.01, 0.05], [-0.49, 0.16, -0.35], [0.45, -0.18, 0.11], [-0.51, -0.42, -0.49], [1.39, -0.97, 1.26], [0.33, 0.24, 0.20], [-0.30, -0.10, -0.10], [0.22, -0.20, -0.04], [0.61, 0.13, 0.09], [0.00, 0.00, 0.00], [0.01, 0.00, 0.00], [0.00, -0.02, -0.01], [0.00, 0.00, 0.00], [0.06, 0.02, 0.05], [0.01, -0.02, 0.01], [-0.44, -0.14, -0.27], [-0.02, 0.00, 0.06], [-0.01, -0.02, -0.03], [0.04, -0.34, -0.72], [0.03, 0.02, 0.11], [0.02, -0.01, 0.03], [0.09, 0.01, -0.04], [-0.12, 0.01, 0.03], [0.04, -0.04, 0.03], [0.04, 0.05, -0.08], [-0.07, -0.04, 0.06], [-0.02, -0.01, 0.09], [-0.04, 0.04, 0.01], [0.34, -0.22, -0.16], [-0.08, 0.01, 0.00], [0.05, -0.04, 0.04], [-0.02, 0.00, 0.01], [0.00, -0.03, -0.02], [-0.03, 0.02, -0.01], [-0.04, -0.01, 0.05], [0.02, -0.01, 0.05], [0.00, 0.01, 0.02], [0.01, -0.01, 0.00], [0.00, 0.02, -0.01], [0.00, -0.01, 0.01], [-0.02, -0.01, 0.01], [-0.08, 0.04, -0.07], [0.00, -0.01, 0.00], [0.00, 0.00, -0.01], [-0.01, 0.00, 0.00], [0.00, 0.00, -0.01], [-0.01, 0.01, 0.00], [0.05, 0.05, -0.16], [0.01, 0.02, 0.05], [-0.01, 0.00, 0.01], [0.01, 0.00, 0.01], [0.00, 0.00, 0.00], [0.02, 0.01, -0.02], [0.00, -0.01, -0.02], [0.00, 0.00, 0.00], [0.00, 0.00, 0.00], [0.00, 0.00, 0.00], [0.01, -0.02, -0.01], [0.01, 0.05, 0.04], [0.28, -0.85, 0.59], [-0.62, 0.45, -0.36], [0.47, -0.18, -0.11], [0.01, -0.20, 0.56], [0.14, 0.06, -0.71], [0.05, 1.43, -0.17], [0.29, 1.32, -0.76], [-0.18, -0.66, 1.65], [-0.05, -0.04, 0.01], [0.03, 0.04, -0.01], [-0.02, -0.03, 0.03]]}